No. 1
An isolated molecule of C6H14O, computed with the ωB97M-V functional and the def2-TZVPD basis.

Each line ends with the natural charge from an NBO analysis.
Cartesian coordinates (Å):
C (1.241610, 1.292301, 1.799816)  -0.599
C (0.245392, 0.332782, 1.143155)  -0.218
C (0.541385, -1.107776, 1.568082)  -0.612
C (0.255852, 0.457781, -0.389705)  -0.408
C (-1.034737, 0.001768, -1.080001)  0.106
C (-0.832856, -0.207116, -2.574293)  -0.637
O (-1.512726, -1.199441, -0.481634)  -0.733
H (1.238166, 1.158638, 2.888342)  0.208
H (1.001896, 2.341722, 1.591007)  0.203
H (2.264584, 1.103160, 1.448715)  0.199
H (-0.761447, 0.600746, 1.496292)  0.196
H (0.537856, -1.211064, 2.658674)  0.200
H (1.531439, -1.410124, 1.200578)  0.192
H (-0.198378, -1.787186, 1.145254)  0.241
H (1.111244, -0.108859, -0.788925)  0.195
H (0.415999, 1.505688, -0.682929)  0.206
H (-1.792639, 0.786486, -0.920550)  0.153
H (-0.174921, -1.070224, -2.734310)  0.209
H (-0.372797, 0.665674, -3.047714)  0.220
H (-1.790025, -0.398692, -3.075489)  0.206
H (-1.914896, -1.746266, -1.164365)  0.471

Atoms 1-6, force components in eV/Å:
C 0.025 0.038 0.005
C -0.048 0.012 0.014
C 0.015 -0.065 0.051
C 0.030 -0.002 -0.024
C 0.109 0.281 -0.120
C 0.006 0.010 -0.049

Summary:
Largest force on an atom   0.0063 Eh/bohr
HOMO level   -0.373 Eh
Molar mass   102.2 g/mol
SMILES string   CC(C)C[C@@H](C)O
ΔE to the lowest compared entry with this formula, charge and spin   26.4 kJ/mol



No. 2
A cluster of 2 separate species, C6H14O in total at a distorted geometry, computed with the ωB97M-V functional and the def2-TZVPD basis.

Each line ends with the natural charge from an NBO analysis.
Cartesian coordinates (Å):
C (0.937490, -2.011526, -0.691617)  -0.399
C (0.213274, -1.692659, 0.362601)  -0.173
C (-1.211051, -1.212560, 0.331107)  -0.443
C (-1.326636, 0.328076, 0.401636)  -0.383
C (-0.849264, 0.879474, 1.741280)  -0.402
C (-1.652652, 0.396666, 2.931511)  -0.614
H (0.583745, -1.873300, -1.715038)  0.186
H (1.954774, -2.393270, -0.697105)  0.198
H (0.601968, -1.843375, 1.365104)  0.193
H (-1.719777, -1.581980, -0.563838)  0.210
H (-1.742463, -1.646415, 1.170198)  0.206
H (-0.606809, 0.687108, -0.324969)  0.204
H (-2.335612, 0.651882, 0.155312)  0.204
H (-0.866343, 1.970067, 1.730311)  0.202
H (0.197058, 0.632571, 1.937265)  0.199
H (-1.325824, -0.582917, 3.295302)  0.200
H (-2.722777, 0.338868, 2.722902)  0.202
H (-1.490392, 1.055350, 3.780867)  0.211
O (3.303913, 2.452124, -4.372314)  -0.941
H (3.785894, 1.730966, -3.957426)  0.470
H (2.935135, 2.994347, -3.658741)  0.471

Atoms 1-6, force components in eV/Å:
C 0.448 0.074 -1.073
C -0.367 -0.304 0.498
C -0.233 0.323 -0.311
C 1.073 -0.674 0.276
C -0.139 0.181 0.280
C 0.006 -0.270 0.546

Summary:
Largest force on an atom   0.0252 Eh/bohr
HOMO level   -0.357 Eh
Molar mass   102.2 g/mol
SMILES string   C=CCCCC.O
ΔE to the lowest compared entry with this formula, charge and spin   110.5 kJ/mol



No. 3
An isolated molecule of C6H14O at a distorted geometry, computed with the ωB97M-V functional and the def2-TZVPD basis.

Each line ends with the natural charge from an NBO analysis.
Cartesian coordinates (Å):
C (1.760983, 1.342616, 1.140039)  -0.610
C (0.832500, 0.215121, 0.710572)  -0.212
C (0.980884, -1.036721, 1.653236)  -0.614
C (-0.602825, 0.788511, 0.558956)  -0.392
C (-1.505440, -0.275985, -0.142758)  -0.426
C (-1.057782, -0.978974, -1.420549)  -0.075
O (-0.611676, 0.071453, -2.395693)  -0.741
H (2.785903, 1.005105, 0.961733)  0.204
H (1.748004, 1.688102, 2.182888)  0.208
H (1.481413, 2.224061, 0.544835)  0.208
H (1.117281, -0.243471, -0.222205)  0.193
H (0.299030, -1.807350, 1.296699)  0.204
H (0.683930, -0.896551, 2.721911)  0.201
H (2.044899, -1.291484, 1.688015)  0.210
H (-0.563491, 1.656463, -0.111099)  0.214
H (-1.129298, 1.068331, 1.476688)  0.211
H (-1.844560, -1.050326, 0.556273)  0.204
H (-2.414912, 0.253714, -0.442183)  0.209
H (-0.043981, -1.365995, -1.233806)  0.159
H (-1.753930, -1.648647, -1.901052)  0.187
H (0.040252, -0.442694, -2.874791)  0.458

Atoms 1-6, force components in eV/Å:
C 0.455 0.106 -0.576
C -0.885 -0.066 2.523
C -0.746 1.213 0.651
C 0.180 -1.942 -1.432
C -1.479 0.252 -0.321
C 2.981 2.502 0.126

Summary:
Largest force on an atom   0.0757 Eh/bohr
HOMO level   -0.380 Eh
Molar mass   102.2 g/mol
SMILES string   CC(C)CCCO
ΔE to the lowest compared entry with this formula, charge and spin   120.5 kJ/mol



No. 4
A cluster of 2 separate species, C6H14O in total at a distorted geometry, computed with the ωB97M-V functional and the def2-TZVPD basis.

Each line ends with the natural charge from an NBO analysis.
Cartesian coordinates (Å):
C (0.799580, 1.926234, -0.097872)  -0.608
C (1.554471, 0.705203, 0.434186)  -0.390
C (0.634098, -0.219881, 1.242194)  -0.459
C (-0.570763, -0.794515, 0.484741)  0.240
C (-0.335954, -1.895616, -0.311729)  -0.526
C (-1.912833, -0.142297, 0.441400)  -0.696
H (-0.068868, 1.600088, -0.651698)  0.235
H (1.423026, 2.578214, -0.701584)  0.221
H (0.524515, 2.485644, 0.805456)  0.184
H (2.036007, 0.182453, -0.398917)  0.219
H (2.423590, 0.945582, 1.053414)  0.208
H (1.168056, -1.131397, 1.517036)  0.217
H (0.294073, 0.270722, 2.153367)  0.222
H (-1.260697, -2.390256, -0.578120)  0.232
H (0.512134, -2.536631, -0.137030)  0.240
H (-1.878407, 0.559650, -0.397724)  0.288
H (-2.590052, -0.920854, 0.073707)  0.220
H (-2.368144, 0.207859, 1.359798)  0.244
H (-0.101374, -0.777887, -1.006385)  0.434
H (-0.124802, -0.685037, -2.963605)  0.435
O (-0.157655, 0.032721, -2.320635)  -1.158

Atoms 1-6, force components in eV/Å:
C 0.556 -0.049 1.323
C 0.342 -0.118 -0.680
C -0.432 -0.790 -0.356
C 1.124 -0.070 0.987
C -1.520 0.019 2.507
C -0.358 -1.240 -1.075

Summary:
Largest force on an atom   0.0742 Eh/bohr
HOMO level   -0.308 Eh
Molar mass   102.2 g/mol
ΔE to the lowest compared entry with this formula, charge and spin   367.8 kJ/mol



No. 5
A structure of composition C6H14O2 at a distorted geometry, computed with the ωB97M-V functional and the def2-TZVPD basis.

Each line ends with the natural charge from an NBO analysis.
Cartesian coordinates (Å):
C (0.036946, 0.532827, 0.122824)  0.653
C (-0.709555, -1.537774, -0.716087)  -0.094
C (1.778554, 0.431429, 2.295647)  -0.249
C (-1.147129, 0.761498, 1.039508)  -0.706
C (0.108030, 1.472503, -1.061921)  -0.707
C (-0.446163, -1.650780, -2.187879)  -0.653
O (0.615704, -0.652685, -0.024633)  -0.525
O (1.499930, 1.035249, 1.072326)  -0.657
H (-1.728106, -1.228849, -0.483309)  0.197
H (-0.544976, -2.470133, -0.179129)  0.205
H (1.304146, 0.956679, 3.140203)  0.140
H (1.458442, -0.616467, 2.416607)  0.153
H (2.851431, 0.386716, 2.531541)  0.179
H (-2.088444, 0.734333, 0.484038)  0.211
H (-1.061334, 1.747479, 1.503547)  0.250
H (-1.189942, -0.003896, 1.815330)  0.230
H (-0.857583, 1.599371, -1.554690)  0.211
H (0.839033, 1.133479, -1.799005)  0.233
H (0.457100, 2.443221, -0.699250)  0.257
H (0.608642, -1.851597, -2.385591)  0.235
H (-1.033751, -2.475512, -2.609980)  0.224
H (-0.750975, -0.747090, -2.720098)  0.212

Atoms 1-6, force components in eV/Å:
C 3.712 2.423 2.581
C 2.728 -0.521 0.825
C -0.745 -0.350 0.681
C 0.112 -0.326 0.057
C 0.467 0.195 0.131
C -0.043 0.085 -0.242

Summary:
Largest force on an atom   0.1260 Eh/bohr
HOMO level   -0.314 Eh
Molar mass   118.2 g/mol
ΔE to the lowest compared entry with this formula, charge and spin   371.8 kJ/mol



No. 6
A cluster of 2 separate species, C6H14O2 in total at a distorted geometry, computed with the ωB97M-V functional and the def2-TZVPD basis.

Each line ends with the natural charge from an NBO analysis.
Cartesian coordinates (Å):
C (0.792649, 1.669977, -1.836938)  -0.635
C (1.424718, 0.661523, -0.899449)  -0.181
C (0.755844, -0.413834, -0.486069)  -0.199
C (1.320824, -1.515313, 0.396753)  -0.423
C (0.224322, -2.115191, 1.343092)  -0.421
C (-1.092055, -2.466225, 0.666164)  -0.067
O (-2.040766, -1.408471, 0.719327)  -0.748
H (1.309939, 1.638135, -2.793826)  0.214
H (-0.277450, 1.497073, -1.867974)  0.216
H (0.976727, 2.664414, -1.421636)  0.205
H (2.456630, 0.823410, -0.606864)  0.187
H (-0.297309, -0.501932, -0.722656)  0.199
H (1.645070, -2.336994, -0.245669)  0.201
H (2.161245, -1.139011, 0.969144)  0.212
H (0.682243, -3.083003, 1.579540)  0.203
H (0.122981, -1.472200, 2.213076)  0.213
H (-0.901933, -2.586694, -0.406647)  0.173
H (-1.539610, -3.383425, 1.048756)  0.173
H (-2.774954, -1.522713, 1.309951)  0.477
O (-1.962978, 5.057540, 0.177197)  -0.953
H (-1.794864, 4.265605, 0.685424)  0.477
H (-1.191273, 5.667329, 0.179304)  0.477

Atoms 1-6, force components in eV/Å:
C 0.900 0.050 1.180
C -0.761 -0.323 -0.382
C 0.740 0.158 0.632
C -1.600 0.430 -0.433
C 1.398 -0.598 -0.690
C -0.357 0.570 -0.242

Summary:
Largest force on an atom   0.0333 Eh/bohr
HOMO level   -0.330 Eh
Molar mass   118.2 g/mol
SMILES string   C/C=C/CCCO.O
ΔE to the lowest compared entry with this formula, charge and spin   176.4 kJ/mol



Question: Look up the ΔE to the lowest compared entry with this formula, charge and spin of the fourth one.
Answer: 367.8 kJ/mol



Question: What is the molar mass in the first record?
Answer: 102.2 g/mol



Question: What is the molar mass in the third record?
Answer: 102.2 g/mol



Question: What is the HOMO level in the fifth record?
Answer: -0.314 Eh